{"formula": "C36H72F6LiO27P", "method": "the ωB97M-V functional and the def2-TZVPD basis", "homo_energy_ev": -9.983, "charge": 0, "e_above_lowest_kcal_mol": 140.28, "e_tot_ev": -119580.7643, "e_lumo_ev": -2.5, "elements": ["P", "F", "F", "F", "F", "F", "F", "O", "O", "O", "O", "O", "O", "O", "O", "O", "O", "O", "O", "O", "O", "O", "O", "O", "O", "O", "O", "O", "O", "O", "O", "O", "O", "O", "C", "C", "C", "C", "C", "C", "C", "C", "C", "C", "C", "C", "C", "C", "C", "C", "C", "C", "C", "C", "C", "C", "C", "C", "C", "C", "C", "C", "C", "C", "C", "C", "C", "C", "C", "C", "Li", "H", "H", "H", "H", "H", "H", "H", "H", "H", "H", "H", "H", "H", "H", "H", "H", "H", "H", "H", "H", "H", "H", "H", "H", "H", "H", "H", "H", "H", "H", "H", "H", "H", "H", "H", "H", "H", "H", "H", "H", "H", "H", "H", "H", "H", "H", "H", "H", "H", "H", "H", "H", "H", "H", "H", "H", "H", "H", "H", "H", "H", "H", "H", "H", "H", "H", "H", "H", "H", "H", "H", "H"], "coordinates": [[13.563, -10.842, 12.698], [12.251, -11.419, 13.484], [14.859, -10.542, 11.796], [13.061, -11.747, 11.454], [14.305, -9.998, 13.884], [14.331, -12.192, 13.257], [12.621, -9.568, 12.337], [12.891, -4.100, 13.794], [4.129, -12.785, 8.765], [12.046, -17.268, 6.193], [4.323, -14.819, 7.583], [24.815, -13.947, 12.365], [17.777, -10.848, 3.113], [18.077, -11.385, 1.135], [10.627, -3.094, 7.295], [15.924, -1.838, 9.248], [13.307, -17.234, 14.655], [9.801, -1.064, 7.192], [22.174, -11.724, 17.467], [20.282, -12.097, 18.772], [6.099, -13.471, 7.730], [20.826, -9.979, 18.336], [18.218, -9.200, 1.450], [23.233, -13.780, 10.741], [17.251, -3.607, 8.712], [10.251, -18.097, 7.137], [11.642, -16.732, 8.394], [10.261, -1.969, 9.219], [13.526, -5.068, 15.837], [17.248, -1.939, 7.406], [11.367, -4.762, 15.417], [13.318, -19.479, 14.433], [14.911, -18.574, 15.600], [25.335, -13.836, 10.121], [19.075, -11.586, 19.379], [13.824, -18.308, 14.855], [10.345, -4.103, 14.756], [26.670, -14.152, 10.249], [17.807, -11.491, 18.445], [2.538, -16.368, 7.083], [11.073, -4.308, 7.878], [17.668, -9.784, 4.155], [10.281, -5.509, 7.340], [22.119, -13.590, 11.693], [11.991, -19.571, 14.067], [13.828, -16.780, 4.850], [16.831, -4.352, 9.780], [6.952, -12.441, 8.189], [16.793, -17.209, 14.868], [14.896, -5.000, 15.634], [4.807, -13.543, 8.051], [9.861, -18.604, 5.888], [21.349, -12.302, 11.533], [17.719, -0.021, 5.905], [13.166, -16.387, 6.183], [11.352, -17.311, 7.308], [21.149, -11.287, 18.085], [24.518, -13.871, 11.184], [21.783, -8.914, 17.977], [12.630, -4.606, 14.919], [16.721, -10.368, 5.227], [16.807, -2.416, 8.523], [16.789, -0.640, 6.986], [18.023, -10.369, 1.882], [15.350, -3.566, 15.433], [10.205, -2.062, 8.025], [9.121, 0.074, 7.762], [15.783, -17.601, 16.051], [18.066, -11.424, -0.281], [2.921, -15.088, 7.835], [11.057, -14.952, 12.685], [15.203, -16.737, 16.374], [17.578, -4.848, 10.400], [8.615, 0.693, 7.022], [17.133, -16.245, 15.245], [2.789, -15.217, 8.909], [15.003, -2.910, 16.232], [17.815, -0.784, 5.132], [16.631, -0.024, 7.871], [18.919, -12.279, 20.206], [16.435, -3.482, 15.377], [15.774, -0.681, 6.591], [15.186, -5.643, 14.803], [10.445, -3.912, 13.687], [10.107, -19.662, 5.799], [21.565, -7.878, 18.238], [15.798, -10.873, 4.942], [21.862, -9.029, 16.896], [19.068, -11.374, -0.708], [14.538, -17.545, 5.165], [17.219, 0.841, 5.465], [13.158, -17.250, 4.129], [16.419, -9.510, 5.827], [22.029, -11.516, 11.863], [1.712, -16.914, 7.538], [7.376, -12.620, 9.177], [2.339, -14.218, 7.529], [17.530, -10.489, 18.116], [10.884, -6.411, 7.440], [17.196, -11.107, 5.872], [9.301, -5.630, 7.802], [16.335, -18.022, 16.891], [9.376, -4.578, 14.907], [7.715, -12.271, 7.429], [21.010, -12.160, 10.508], [10.240, -3.126, 15.225], [10.949, -4.396, 8.958], [8.321, -0.320, 8.388], [17.988, -11.974, 17.486], [13.866, -16.671, 6.968], [18.638, 0.267, 6.415], [9.750, 0.731, 8.362], [27.099, -14.379, 9.273], [16.950, -11.929, 18.957], [6.375, -11.524, 8.310], [22.389, -13.647, 12.747], [15.292, -5.498, 16.519], [18.572, -9.390, 4.619], [21.379, -14.350, 11.441], [10.268, -18.158, 4.980], [11.618, -19.283, 13.085], [8.787, -18.430, 5.817], [2.123, -16.153, 6.098], [14.294, -15.975, 4.283], [17.549, -17.985, 14.742], [3.373, -17.040, 6.890], [17.132, -8.901, 3.806], [12.114, -4.445, 7.586], [16.215, -3.735, 10.435], [15.070, -3.215, 14.440], [20.481, -12.233, 12.188], [17.583, -12.304, -0.705], [27.326, -13.436, 10.743], [26.927, -15.049, 10.813], [11.871, -20.652, 13.991], [19.258, -10.653, 19.913], [16.024, -4.970, 9.386], [22.779, -9.192, 18.323], [10.167, -5.455, 6.257], [11.315, -19.300, 14.878], [12.916, -15.327, 6.138], [17.378, -10.633, -0.579], [16.219, -17.055, 13.955]], "atomic_forces_ev_per_a": [[1.0, -1.2, 0.5], [-0.1, 0.3, 1.2], [-0.3, 1.1, -0.4], [-0.9, 0.1, -1.0], [-1.4, -0.3, 0.0], [0.1, 0.0, 0.3], [1.3, -0.4, -0.6], [-0.7, -1.8, 3.9], [2.1, -1.8, -2.4], [-0.3, 0.5, 0.7], [1.1, 2.7, 0.4], [0.3, 0.0, -1.8], [0.6, 2.9, 0.9], [0.0, -4.6, -1.7], [-0.7, 0.6, -0.6], [3.1, -1.7, -2.1], [0.3, 0.0, 0.0], [0.0, -0.2, -0.5], [-4.6, 2.0, 2.5], [0.7, 0.7, -1.5], [-0.8, -1.1, -0.4], [0.5, 0.3, 0.1], [-0.9, -2.9, 2.2], [0.2, 0.5, 0.4], [2.7, -0.6, -1.3], [1.2, 1.3, 1.5], [-1.3, -2.1, -3.7], [-0.4, -0.1, 0.1], [-3.5, 0.2, -0.5], [1.1, 0.7, -1.7], [2.5, -1.0, 0.0], [2.0, 0.7, 0.2], [-1.9, -2.1, -1.1], [-1.6, 0.1, 0.0], [-0.8, 0.3, 0.2], [0.0, 0.1, 0.8], [-1.6, 1.7, -0.5], [2.6, -1.0, 0.5], [1.1, 0.0, 0.1], [-0.4, 0.3, -0.7], [-0.3, -1.5, 0.2], [-2.4, -1.0, 0.4], [0.3, 0.2, -0.8], [-0.7, -0.6, 0.0], [-1.8, -2.0, 0.1], [0.5, -0.3, 0.1], [-3.0, -0.3, 1.8], [-0.7, 1.4, 0.3], [-1.7, 0.0, 2.1], [1.3, 0.1, -0.6], [-2.2, -1.0, 2.0], [-0.6, -0.4, -1.3], [1.0, 0.8, -0.4], [-0.9, -1.0, 1.4], [1.1, -0.3, -2.0], [-0.3, 0.8, 2.9], [3.0, -0.7, -0.3], [-1.1, 0.2, 1.8], [0.8, -2.1, -1.6], [0.8, 1.2, -2.6], [0.6, 0.1, 0.6], [-5.1, 2.9, 2.9], [-0.6, 1.1, -0.2], [0.9, 4.5, -0.8], [0.8, -0.1, -0.4], [0.5, 0.9, 0.3], [-0.5, -0.6, 0.9], [1.5, 1.5, -1.5], [-0.7, 1.2, -0.5], [0.3, -0.2, 0.1], [0.5, 0.4, 0.0], [0.2, 0.2, 0.0], [0.3, 0.0, -0.8], [0.5, -0.5, -0.6], [0.8, -0.1, -0.6], [0.0, 0.0, 0.0], [-0.1, 0.0, -0.1], [0.6, 0.2, 0.0], [0.6, 0.1, 0.0], [-0.2, -0.4, -0.4], [0.2, -0.3, 0.4], [0.0, -0.7, -0.2], [0.0, 0.1, -0.3], [0.6, -0.4, 0.0], [-0.2, -0.1, 0.3], [-0.9, -0.6, 0.5], [0.1, 0.3, -0.9], [0.1, 0.6, -0.1], [-0.1, 0.5, 0.2], [0.4, 0.0, -0.8], [0.1, 0.0, 0.2], [-0.4, 0.0, 0.3], [0.0, -0.1, 0.3], [-0.2, 0.5, -0.4], [0.3, 0.0, 0.5], [0.1, -0.6, -0.2], [-0.1, -0.1, 0.0], [0.2, 0.3, 0.5], [-0.1, -0.1, 0.6], [0.3, 0.2, 0.1], [0.1, 0.0, 0.0], [-0.2, 0.0, -0.1], [0.4, -0.6, 0.2], [-0.1, -0.3, 0.2], [0.1, 0.2, 0.0], [0.0, 0.3, 0.0], [0.3, 0.9, 0.1], [0.1, 0.1, 0.3], [0.0, -0.6, 0.2], [-0.4, 0.5, 0.3], [0.2, -0.1, -0.6], [0.3, -0.4, 0.0], [-0.4, 0.4, -0.2], [0.1, -0.1, -0.2], [0.0, 0.1, -0.1], [0.6, -0.5, -0.3], [0.2, 0.4, 0.1], [0.5, -0.8, -0.5], [0.6, -0.6, 0.1], [0.4, 0.5, 0.5], [0.7, 1.1, 0.0], [0.0, -0.4, 0.2], [0.2, 0.3, -0.2], [0.3, 0.1, 0.5], [0.1, 0.3, 0.0], [0.1, 0.1, 0.4], [0.3, -0.2, -0.9], [0.0, 0.3, 0.2], [0.4, 0.4, 0.3], [-0.6, 0.1, 0.3], [0.1, -0.5, 0.1], [0.2, -0.5, 0.9], [-0.5, 0.8, -0.1], [-0.9, -0.4, 0.3], [-0.2, -0.2, 0.1], [0.2, 0.2, -0.5], [0.5, -1.0, 0.1], [-0.1, 0.0, 0.4], [-0.3, 0.3, -0.1], [0.1, 0.6, -0.1], [-0.5, -0.2, 0.7], [0.6, 0.5, -0.5], [0.1, 0.0, 0.0]], "mulliken_charge": [1.119, -0.364, -0.341, -0.363, -0.347, -0.372, -0.333, -0.580, -0.556, -0.226, -0.248, -0.567, -0.249, -0.323, -0.296, -0.658, -0.576, -0.325, -0.593, -0.343, -0.271, -0.311, -0.615, -0.305, -0.324, -0.332, -0.629, -0.545, -0.314, -0.304, -0.302, -0.294, -0.301, -0.294, -0.162, 0.715, -0.690, -0.705, -1.031, -1.127, -0.105, -0.174, -1.208, -0.178, -0.709, -1.016, -0.760, -0.640, -0.926, -0.156, 0.668, -0.612, -1.134, -1.070, -0.271, 0.753, 0.693, 0.735, -0.621, 0.750, -1.166, 0.903, -0.329, 0.783, -1.071, 0.744, -0.630, -0.324, -0.641, -0.205, 0.996, 0.345, 0.283, 0.245, 0.321, 0.279, 0.282, 0.297, 0.360, 0.359, 0.380, 0.299, 0.292, 0.323, 0.268, 0.259, 0.315, 0.284, 0.262, 0.290, 0.358, 0.277, 0.363, 0.309, 0.333, 0.266, 0.330, 0.303, 0.364, 0.299, 0.314, 0.267, 0.254, 0.242, 0.297, 0.280, 0.285, 0.294, 0.296, 0.299, 0.285, 0.272, 0.282, 0.308, 0.325, 0.334, 0.261, 0.299, 0.249, 0.293, 0.280, 0.282, 0.298, 0.313, 0.304, 0.306, 0.275, 0.265, 0.370, 0.292, 0.360, 0.254, 0.302, 0.316, 0.273, 0.273, 0.291, 0.286, 0.325, 0.325, 0.312, 0.318, 0.304]}